Arrangement w

18
Properties=species:S:1:pos:R:3 method="wB97M-V/def2-TZVPD" lumo_energy_ev="-3.2 / -7.9" e_homo_ha="-0.51418 / -0.51092" total_charge=+1 multiplicity=2
O 0.0494 -3.0483 0.2794
N 0.7315 1.0156 0.3581
C 0.5494 -1.0672 -0.8995
C 0.6903 2.3902 -0.0907
C -0.2475 0.0837 -0.0640
C -1.1924 -0.3599 1.0605
C -0.0752 -2.4086 -0.7239
H -0.6875 -0.9806 1.8115
H -0.8258 -2.8106 -1.4840
H -2.0386 -0.9656 0.7392
H 1.1709 0.7027 1.2223
H 0.7453 -0.6664 -1.8694
H 0.7853 3.1021 0.7466
H 1.5437 -1.1482 -0.4580
H -0.9067 0.4588 -0.8556
H 1.3998 2.4251 -0.8916
H -1.4889 0.5088 1.6803
H -0.2028 2.7684 -0.5609

=====

Arrangement x

18
Properties=species:S:1:pos:R:3 method="wB97M-V/def2-TZVPD" lumo_energy_ev="-4.5 / -6.2" e_homo_ha="-0.47600 / -0.55152" total_charge=+1 multiplicity=2
O -2.4578 0.1208 -0.1512
N 0.5783 1.7202 2.9108
C 0.3805 -1.5351 -2.3185
C 0.4721 -0.5212 -0.0193
C 0.0662 1.0420 1.9218
C 0.8427 0.5084 0.8577
C 0.8455 -0.5161 -1.3377
H 1.2230 -1.7546 -2.9788
H -0.9964 0.8091 1.9119
H 1.3791 1.3041 0.3255
H 0.1123 1.9406 3.7783
H -0.0740 -1.4287 0.2404
H -0.5191 -1.1817 -2.8301
H -2.9327 0.0840 -0.9912
H 1.5893 1.7624 2.9119
H 0.1309 -2.4958 -1.8633
H 1.0435 0.4393 -1.8085
H -1.6834 -0.2976 -0.5598

=====

Arrangement y

18
Properties=species:S:1:pos:R:3 method="wB97M-V/def2-TZVPD" lumo_energy_ev="-3.8 / -7.3" e_homo_ha="-0.50718 / -0.52957" total_charge=+1 multiplicity=2
O -4.6965 1.4022 -1.7506
N -2.3414 -0.6654 0.6435
C 2.4716 0.1423 -0.0868
C 1.4656 -0.6483 0.4089
C -0.0117 -0.5268 0.0362
C 3.9373 0.0107 0.2693
C -0.9856 -0.9151 0.8490
H 4.4158 0.9485 0.0946
H 2.2891 1.1346 -0.5123
H -4.7766 2.3037 -2.1206
H 1.7126 -1.5114 0.9503
H -5.5001 0.9395 -1.9889
H -0.4622 -0.0718 -0.9715
H -2.7231 -0.2767 1.5064
H -2.5528 0.2046 -0.0078
H 4.1283 -0.2669 1.3179
H 4.3740 -0.7490 -0.4008
H -0.7443 -1.4547 1.7631

=====

arrangement x is the most stable structure; the next one sits 43.9 kJ/mol above it.

=====

Arrangement w

17
Properties=species:S:1:pos:R:3 method="wB97M-V/def2-TZVPD" lumo_energy_ev=-4.7 e_homo_ha=-0.46980 smiles="CC(C)=C=[NH+][C@@H]1NS1" total_charge=+1 multiplicity=1
S 3.4788 -1.4211 0.2392
N 1.2248 -0.2587 -0.8013
N 3.5610 0.1915 -0.3169
C 2.2468 -0.0794 0.1676
C -2.0167 1.3113 -0.0239
C -1.2549 -0.0131 -0.2177
C 0.0005 0.0248 -0.4880
C -1.9251 -1.2398 0.3761
H 4.1477 0.7170 0.2957
H -2.0450 1.7292 1.0397
H -1.3660 2.0326 -0.5069
H -3.0193 1.3718 -0.4187
H 1.5929 -0.3601 -1.7619
H 1.9268 0.4045 1.1335
H -2.7385 -1.4424 -0.3930
H -1.3638 -2.1722 0.4228
H -2.4500 -0.7956 1.2536

=====

Arrangement x

17
Properties=species:S:1:pos:R:3 method="wB97M-V/def2-TZVPD" lumo_energy_ev="-4.9 / -4.9" e_homo_ha="-0.44523 / -0.44513" total_charge=+1 multiplicity=1
S -1.2452 0.1495 0.8558
N 1.6842 -1.9664 1.0838
N 2.4405 -0.0434 -0.2072
C 1.0229 -2.5351 1.8198
C 1.2840 0.4511 -0.7063
C 2.5688 -1.2374 0.5127
C 0.0290 -0.1404 -0.6554
C -2.3474 1.4186 0.1387
H 3.5465 -1.5933 0.7417
H -2.5743 1.0961 -0.8482
H -0.5335 0.0066 -1.4692
H -1.7698 2.3510 0.1109
H 3.2870 0.3749 -0.5244
H 0.2013 -1.2626 -0.5630
H 1.5296 1.3328 -1.3900
H 0.2517 -3.1902 2.2182
H -3.2386 1.6953 0.6111

=====

arrangement w is the most stable structure; the next one sits 86.8 kJ/mol above it.

=====

Arrangement w

19
Properties=species:S:1:pos:R:3 method="wB97M-V/def2-TZVPD" lumo_energy_ev=0.9 e_homo_ha=-0.28707 smiles="C/C(N)=C/N.O.O" multiplicity=1
O 0.7743 -2.6304 -0.7150
O -0.1198 -2.1613 2.1626
N 0.1951 0.5332 1.1994
N 1.6133 0.4931 -1.5121
C -1.6960 1.7301 -0.1001
C 0.3100 1.1213 -1.3018
C -0.3310 0.9371 -0.1376
H 1.1673 0.6557 1.4293
H 0.1031 1.9736 -1.9445
H 0.5601 -2.9386 0.1730
H 1.4822 -0.5159 -1.6911
H -0.2593 1.0972 1.8617
H -2.2760 1.1509 0.5615
H -0.9635 -2.1467 2.6142
H 1.3430 -3.2239 -1.1196
H 1.9569 0.7941 -2.5455
H -1.7106 2.7799 0.2513
H -2.2084 1.5730 -1.0575
H 0.0591 -1.2221 1.8719

=====

Arrangement x

19
Properties=species:S:1:pos:R:3 method="wB97M-V/def2-TZVPD" lumo_energy_ev=0.6 e_homo_ha=-0.33801 multiplicity=1
O 3.0390 1.6114 2.7416
O -3.2442 -1.3212 -0.5956
N -0.1139 1.0821 -0.6333
N 0.2564 0.6160 1.6712
C 0.7750 0.1098 -1.2376
C -0.4218 1.2035 0.5753
C -0.0429 -0.8074 -2.1728
H 2.1689 1.2588 2.5443
H -3.2227 -2.0619 -1.2012
H 0.5897 -1.2688 -2.9273
H -0.2919 -0.0487 2.2108
H 1.0192 0.0857 1.2619
H 1.4471 0.6580 -1.8879
H 1.3427 -0.4748 -0.4945
H -0.7937 -0.1343 -2.5825
H -1.3859 1.6376 0.8632
H -3.9152 -1.5211 0.0408
H -0.5373 -1.5539 -1.5435
H 3.3313 0.9292 3.3672

=====

Arrangement y

19
Properties=species:S:1:pos:R:3 method="wB97M-V/def2-TZVPD" lumo_energy_ev=0.9 e_homo_ha=-0.33163 smiles=NC[C@@H](N)CO.O multiplicity=1
O -0.7463 -5.6724 2.7374
O 0.9312 -0.8852 1.0090
N 0.9922 2.2107 0.3791
N -1.5693 1.6849 -1.8886
C 0.7614 1.0223 -0.5410
C 0.0360 0.0485 0.4322
C 0.0114 1.4258 -1.8024
H 0.7924 3.1502 -0.0092
H 0.6227 -0.9860 1.9011
H 1.9568 2.1483 0.5659
H -1.6119 1.3491 -2.8610
H 0.5976 2.3527 -2.1867
H -0.5619 0.5876 1.2100
H -1.5859 2.6668 -1.8592
H -0.3568 -5.3970 3.6065
H -0.7926 -0.5297 -0.1707
H -1.3447 -6.3349 2.9671
H 0.1975 0.6049 -2.5947
H 1.6703 0.5536 -0.8948

=====

Arrangement z

19
Properties=species:S:1:pos:R:3 method="wB97M-V/def2-TZVPD" lumo_energy_ev=0.7 e_homo_ha=-0.34252 smiles=NCNCCO.O multiplicity=1
O 1.6226 0.4590 2.1504
O 1.4630 2.5677 -2.2678
N 0.2144 -0.9789 0.3589
N -2.0146 -1.4509 -0.5058
C 0.9297 1.1040 1.0034
C -0.2586 0.4328 0.4358
C -0.8076 -2.0237 0.2229
H -2.4079 -2.1018 -1.0853
H 1.5980 1.4543 0.2359
H 0.6656 2.6447 -2.7940
H -0.9875 0.5209 1.2431
H -0.2957 -2.7527 -0.4381
H -2.5613 -1.1412 0.3457
H 2.2125 2.3027 -2.6835
H -0.7834 0.7542 -0.4451
H 1.0986 -0.3883 2.0491
H -1.1421 -2.4487 1.0905
H 0.6250 2.0216 1.4716
H 0.8294 -0.9757 -0.3879

=====

arrangement x is the most stable structure; the next one sits 61.3 kJ/mol above it.

=====

Arrangement w

19
Properties=species:S:1:pos:R:3 method="wB97M-V/def2-TZVPD" lumo_energy_ev=0.8 e_homo_ha=-0.33701 multiplicity=1
O 0.0032 0.9550 -3.8782
O -0.3676 -3.2526 3.8121
N -1.5535 0.9911 1.0780
N -0.0686 -0.0023 -0.4651
C 2.2366 0.5558 -0.8214
C -1.1317 -0.0327 0.2004
C 0.9099 1.0143 -0.2163
H -1.8021 -0.8752 0.2899
H 2.4214 -0.4434 -0.4470
H -0.2942 0.5165 -3.0626
H -0.6017 0.6341 -4.5530
H 3.0106 1.3322 -0.8027
H 2.0438 0.4068 -1.8883
H -2.5360 0.9052 1.2948
H 0.6313 1.9597 -0.6668
H -0.9174 -3.7561 4.4187
H 0.2595 -2.7692 4.3635
H -1.3740 1.9011 0.6596
H 1.0407 1.1407 0.8523

=====

Arrangement x

19
Properties=species:S:1:pos:R:3 method="wB97M-V/def2-TZVPD" lumo_energy_ev=-4.1 e_homo_ha=-0.30764 multiplicity=1
O 0.1584 -2.2093 0.4163
O 0.0453 -1.2343 -1.8139
N 0.0436 1.7432 -0.3937
N 0.9780 0.3205 2.2019
C -0.4476 0.5801 2.4054
C -0.7323 -0.1924 -1.5661
C 0.0722 1.2096 -1.6275
H -0.2548 2.7347 -0.4154
H 0.9970 -0.6049 1.7922
H -1.6128 -0.1033 -2.2193
H -0.6196 0.8237 3.4588
H 1.3311 0.9082 1.4489
H 0.5555 -3.0925 0.3826
H -1.1949 -0.2928 -0.5447
H 1.1149 0.9327 -1.8523
H -0.3019 1.8918 -2.3744
H -1.0322 -0.2643 2.1317
H -0.7912 1.4641 1.8570
H 0.3281 -1.6509 -0.8928

=====

arrangement w is the most stable structure; the next one sits 624.5 kJ/mol above it.

=====

Arrangement w

15
Properties=species:S:1:pos:R:3 method="wB97M-V/def2-TZVPD" lumo_energy_ev=-3.7 e_homo_ha=-0.55693 smiles=C[N@H+]1C[C@@H](Cl)C1 total_charge=+1 multiplicity=1
Cl -2.7525 -0.4065 -0.0600
N 0.4488 0.0256 0.0343
C -1.5541 0.8411 -0.0137
C -0.4017 0.6724 -1.0109
C 0.6361 -1.3758 0.0579
C -0.4358 0.6517 1.0537
H 0.0585 1.5743 1.3626
H 0.0635 1.7745 -1.1268
H -0.6483 -0.0410 2.0019
H 1.2087 -1.5931 0.8885
H -0.5110 0.1055 -2.0541
H 1.3972 0.5365 -0.0306
H -2.0981 1.7841 0.0967
H 0.9799 -1.8549 -0.8461
H -0.3290 -1.8928 0.2131

=====

Arrangement x

15
Properties=species:S:1:pos:R:3 method="wB97M-V/def2-TZVPD" lumo_energy_ev=-3.5 e_homo_ha=-0.57508 smiles=C[N+]1(C)C[C@H]1Cl total_charge=+1 multiplicity=1
Cl 1.4981 -2.2701 -0.0493
N -0.1674 0.0210 0.1161
C -1.0377 0.7773 -0.8799
C 0.9738 -0.5230 -0.5865
C 1.2005 0.6791 0.1818
C -0.6629 -0.7011 1.2442
H 1.0736 -0.4987 -1.7492
H -0.2990 1.0214 -1.6479
H -1.5085 1.6726 -0.5500
H 0.1610 -1.1671 1.8190
H 1.3886 1.7341 -0.2376
H 1.6612 0.6420 1.1624
H -1.1229 -1.4699 0.6854
H -1.7835 0.1322 -1.3209
H -1.3748 -0.0498 1.8124

=====

arrangement w is the most stable structure; the next one sits 66.0 kJ/mol above it.